[1]
The following is a DFT calculation (wB97M-V/def2-TZVPD) of an isolated ion of composition C4H12N3O and charge +1.

For the orbital gap, the calculation gives 0.336 hartree. For the HOMO energy, the calculation gives -12.669 eV. The SMILES is NCCNC(=O)C[NH3+]. The calculation puts the LUMO energy at -3.5 eV. For the energy relative to the best compared isomer or geometry (same formula, charge and spin), the calculation gives 34.6 kcal per mole.

```
! wB97M-V def2-TZVPD RIJCOSX def2/J DEFGRID3
* xyz 1 1
N -3.112 -1.171 0.338
C -2.293 0.067 0.411
C -0.886 -0.380 0.822
N -0.122 -0.764 -0.386
C 1.053 -0.358 -0.816
O 1.749 -0.782 -1.718
C 1.777 0.789 0.120
N 3.006 1.068 -0.625
H -3.951 -1.133 0.898
H -3.426 -1.346 -0.609
H -2.634 0.583 1.315
H -2.409 0.654 -0.489
H -0.356 0.405 1.362
H -0.991 -1.215 1.510
H -0.551 -1.570 -0.822
H 1.064 1.599 0.178
H 1.939 0.188 1.000
H 2.885 1.549 -1.523
H 3.572 0.265 -0.938
H 3.685 1.549 -0.029
*
```

---

[2]
The following is a DFT calculation (wB97M-V/def2-TZVPD) of C33H49Cl3N2O3PSiW as an isolated structure.

For the orbital gap (spin up / spin down), the calculation gives 0.134 / 0.134 hartree. For the HOMO energy (spin up / spin down), the calculation gives -15.910 / -15.910 eV. The calculation puts the LUMO energy (spin up / spin down) at -12.3 / -12.3 eV. For the energy relative to the best compared isomer or geometry (same formula, charge and spin), the calculation gives 2.4 kcal per mole.

```
! wB97M-V def2-TZVPD RIJCOSX def2/J DEFGRID3
* xyz 3 1
C -1.502 -1.760 -3.570
C -1.053 -2.765 -2.576
H -1.248 -2.050 -4.594
H -1.062 -0.765 -3.378
H -2.597 -1.619 -3.541
C -0.557 -3.977 -2.868
C -0.308 -4.516 -4.233
H -0.330 -4.671 -2.057
H -0.466 -3.765 -5.020
H -0.945 -5.388 -4.457
H 0.736 -4.862 -4.298
W 0.076 0.407 -0.173
Cl -2.261 0.485 0.379
Cl -0.018 1.517 -2.302
H 0.763 4.631 3.199
H -1.470 5.766 2.144
C 1.031 4.510 2.144
C -1.059 5.456 1.177
N -0.170 4.320 1.337
H 1.684 3.650 2.037
C -0.455 3.180 0.710
O 0.391 2.230 0.692
H -1.877 5.152 0.518
H -1.438 3.097 0.221
H 1.547 5.418 1.814
H -0.517 6.293 0.721
H 1.280 -1.151 -3.189
H 2.438 -3.615 -2.160
C 2.327 -0.881 -3.003
C 3.283 -2.930 -1.976
N 2.824 -1.560 -1.806
H 2.404 0.198 -2.878
C 2.633 -1.047 -0.589
O 2.179 0.126 -0.404
H 3.817 -3.233 -1.072
H 2.874 -1.692 0.268
H 2.916 -1.206 -3.857
H 3.954 -2.975 -2.845
O -0.052 -1.401 -0.954
C -1.102 -2.293 -1.148
C 0.186 -3.879 0.364
C -1.033 -3.365 -0.075
H 1.104 -3.399 0.023
C 0.188 -4.956 1.256
H -2.058 -1.779 -1.009
C -2.229 -3.769 0.526
H 1.147 -5.358 1.586
C -1.019 -5.460 1.742
C -2.231 -4.839 1.411
H -3.140 -3.218 0.260
H -1.020 -6.292 2.455
H -3.176 -5.166 1.851
Si -0.357 4.579 -4.949
Cl -0.471 2.597 -5.643
C 1.486 4.897 -4.754
C -1.523 4.597 -3.485
C -0.904 5.882 -6.193
H 2.022 4.032 -4.340
H 1.655 5.771 -4.110
H 1.918 5.127 -5.741
H -0.236 5.948 -7.064
H -0.865 6.850 -5.667
H -1.928 5.731 -6.558
H -1.366 3.743 -2.819
H -2.559 4.546 -3.849
H -1.435 5.520 -2.903
C 2.222 -0.145 2.721
P 0.456 -0.393 2.378
C 0.192 -1.967 3.304
C -1.110 -2.332 3.662
C -1.334 -3.398 4.533
C -0.271 -4.177 5.007
C 1.028 -3.855 4.601
C 1.258 -2.767 3.753
C -0.301 0.858 3.490
C 0.522 1.738 4.198
C -0.028 2.722 5.012
C -1.415 2.867 5.104
C -2.239 1.967 4.427
C -1.686 0.969 3.630
H 2.831 -0.908 2.222
H 2.318 -0.261 3.808
H 2.555 0.846 2.405
H -1.947 -1.779 3.239
H -2.355 -3.648 4.814
H -0.448 -5.044 5.652
H 1.881 -4.462 4.912
H 2.282 -2.558 3.442
H 1.610 1.651 4.131
H 0.651 3.373 5.562
H -1.837 3.681 5.699
H -3.317 2.058 4.496
H -2.343 0.311 3.068
*
```

---

[3]
The following is a DFT calculation (wB97M-V/def2-TZVPD) of one molecule with the formula C2H6N2S.

For the orbital gap, the calculation gives 0.348 hartree. For the HOMO energy, the calculation gives -8.610 eV. The SMILES is CNNC=S. The calculation puts the LUMO energy at 0.9 eV. For the energy relative to the best compared isomer or geometry (same formula, charge and spin), the calculation gives 26.5 kcal per mole.

```
! wB97M-V def2-TZVPD RIJCOSX def2/J DEFGRID3
* xyz 0 1
C 1.214 -0.858 -0.248
N 0.617 0.055 0.727
N -0.238 0.968 0.107
C -1.535 0.734 -0.140
S -2.360 -0.649 0.158
H 1.802 -1.597 0.298
H 1.896 -0.279 -0.898
H 0.465 -1.397 -0.864
H 0.037 -0.483 1.374
H 0.133 1.897 0.026
H -2.031 1.608 -0.540
*
```

---

[4]
The following is a DFT calculation (wB97M-V/def2-TZVPD) of C26H18BaN4O2Te4 as an isolated structure.

For the orbital gap, the calculation gives 0.168 hartree. For the HOMO energy, the calculation gives -1.067 eV. The calculation puts the LUMO energy at 3.5 eV.

```
! wB97M-V def2-TZVPD RIJCOSX def2/J DEFGRID3
* xyz -2 1
Ba -1.132 -1.354 -0.488
O 0.258 -2.293 2.373
C -0.158 -2.374 3.583
C 0.300 -3.356 4.504
C -0.095 -3.342 5.831
C -0.972 -2.378 6.324
C -1.475 -1.427 5.437
C -1.112 -1.431 4.105
C -1.586 -0.495 3.072
N -1.375 0.751 3.025
N -1.728 1.344 1.810
C -0.907 2.351 1.521
O 0.061 2.824 2.151
C -1.139 2.885 0.124
C -0.137 3.594 -0.528
C -0.295 4.029 -1.838
C -1.478 3.767 -2.518
C -2.494 3.077 -1.869
C -2.331 2.645 -0.561
H 0.989 -4.107 4.136
H 0.294 -4.103 6.504
H -1.267 -2.375 7.368
H -2.167 -0.665 5.785
H -2.049 -1.043 2.240
H 0.772 3.781 0.032
H 0.504 4.572 -2.330
H -1.604 4.094 -3.544
H -3.426 2.878 -2.387
H -3.112 2.131 -0.015
Te -2.507 -3.801 0.945
Te -0.957 -6.067 0.380
Te 1.368 -5.555 -1.360
Te 1.378 -2.800 -2.029
C -0.791 -0.400 -5.130
C -1.543 -0.386 -3.980
N -1.087 -0.020 -2.787
C 0.190 0.287 -2.565
C 0.983 0.444 -3.762
C 0.497 0.044 -5.004
C 2.332 0.889 -3.806
C 3.025 1.024 -2.685
C 2.441 0.701 -1.432
C 3.409 0.377 -0.461
C 3.008 -0.182 0.696
C 1.644 -0.058 0.977
N 0.752 0.398 0.111
C 1.067 0.385 -1.231
H -1.206 -0.749 -6.064
H -2.602 -0.616 -4.025
H 1.169 0.081 -5.852
H 2.796 1.033 -4.774
H 4.074 1.294 -2.708
H 4.453 0.508 -0.718
H 3.675 -0.603 1.432
H 1.290 -0.214 1.987
*
```